Molecular formula: C13H17BrOTl
Method: DFT, the ωB97M-V functional and the def2-TZVPD basis

Results
Charge: -1
Energy above the lowest of the compared OMol25 structures with the same formula, charge and spin (kJ/mol): 32.6
E (eV): -90537.071
2S+1: 1

Each line ends with the Löwdin charge.
Positions of all 33 atoms, in Å:
C1 -2.566 -0.707 -0.124  -0.243
C2 -2.339 -1.198 1.194  -0.215
C3 -2.730 -0.190 2.119  -0.212
H1 -1.904 -2.160 1.437  0.055
C4 -3.184 0.935 1.370  -0.202
C5 -3.068 0.626 -0.019  -0.198
H2 -3.304 1.285 -0.855  0.053
H3 -2.387 -1.254 -1.048  0.019
H4 -2.696 -0.265 3.199  0.057
H5 -3.550 1.870 1.783  0.050
Tl1 1.158 -0.067 -1.124  0.910
Br1 0.162 -2.491 -1.245  0.132
C6 2.160 0.724 -3.301  -0.229
C7 0.946 1.482 -3.393  -0.197
C8 -0.124 0.579 -3.644  -0.169
H6 0.868 2.570 -3.366  0.096
C9 0.408 -0.726 -3.769  -0.271
C10 1.822 -0.665 -3.496  -0.288
H7 2.515 -1.517 -3.464  0.097
H8 3.168 1.134 -3.193  0.096
H9 -1.164 0.848 -3.794  0.102
H10 -0.148 -1.618 -4.063  0.081
C11 2.714 -0.118 2.361  -0.083
C12 1.209 -0.164 2.131  -0.569
C13 0.408 0.410 3.292  -0.050
O1 0.869 0.550 0.954  -0.364
H11 3.071 0.916 2.236  0.082
H12 3.233 -0.756 1.636  0.065
H13 2.935 -0.466 3.372  0.067
H14 0.914 -1.229 2.021  0.125
H15 0.086 1.434 3.088  0.087
H16 -0.486 -0.188 3.493  0.052
H17 1.002 0.414 4.212  0.066



Molecular formula: C13H17Cl2MnO5
Method: DFT, the ωB97M-V functional and the def2-TZVPD basis

Results
Charge: +1
E (eV): -80350.177
2S+1: 2

Each line ends with the Löwdin spin population.
Positions of all 38 atoms, in Å:
Mn1 -0.645 0.017 -1.163  0.984
C1 0.667 1.521 1.634  0.000
O1 -0.335 1.529 0.628  -0.003
C2 -1.170 2.679 0.647  0.000
C3 -1.946 2.729 -0.681  0.001
O2 -2.431 1.454 -1.089  0.007
C4 -3.532 0.934 -0.329  0.002
C5 -3.353 -0.584 -0.199  0.003
O3 -2.116 -0.922 0.418  -0.002
C6 -2.143 -1.044 1.833  0.000
H1 1.311 2.400 1.544  0.000
H2 1.257 0.621 1.465  0.000
H3 0.215 1.494 2.631  0.000
H4 -0.564 3.589 0.736  0.000
H5 -1.844 2.631 1.515  0.000
H6 -1.266 3.031 -1.484  0.000
H7 -2.768 3.450 -0.607  0.000
H8 -4.467 1.148 -0.861  0.000
H9 -3.567 1.402 0.658  0.000
H10 -3.313 -1.024 -1.205  0.001
H11 -4.191 -1.018 0.355  0.000
H12 -2.852 -1.820 2.136  0.000
H13 -2.402 -0.100 2.321  0.000
H14 -1.137 -1.343 2.124  0.000
Cl1 5.940 -3.192 -0.185  0.000
C7 4.575 -2.233 -0.589  -0.001
C8 4.725 -0.841 -0.689  0.001
C9 3.643 -0.054 -0.986  -0.001
Cl2 3.800 1.650 -1.133  0.000
C10 2.330 -0.599 -1.182  0.000
O4 1.341 0.168 -1.400  -0.007
C11 2.217 -2.032 -1.087  -0.001
C12 0.942 -2.664 -1.219  0.004
O5 -0.155 -2.106 -1.349  0.010
C13 3.347 -2.818 -0.798  0.001
H15 5.694 -0.397 -0.524  0.000
H16 0.957 -3.766 -1.174  0.000
H17 3.235 -3.889 -0.716  0.000



Please write out number 2 again, unchanged.
Molecular formula: C13H17Cl2MnO5
Method: DFT, the ωB97M-V functional and the def2-TZVPD basis

Results
Charge: +1
E (eV): -80350.177
2S+1: 2

Each line ends with the Löwdin spin population.
Positions of all 38 atoms, in Å:
Mn1 -0.645 0.017 -1.163  0.984
C1 0.667 1.521 1.634  0.000
O1 -0.335 1.529 0.628  -0.003
C2 -1.170 2.679 0.647  0.000
C3 -1.946 2.729 -0.681  0.001
O2 -2.431 1.454 -1.089  0.007
C4 -3.532 0.934 -0.329  0.002
C5 -3.353 -0.584 -0.199  0.003
O3 -2.116 -0.922 0.418  -0.002
C6 -2.143 -1.044 1.833  0.000
H1 1.311 2.400 1.544  0.000
H2 1.257 0.621 1.465  0.000
H3 0.215 1.494 2.631  0.000
H4 -0.564 3.589 0.736  0.000
H5 -1.844 2.631 1.515  0.000
H6 -1.266 3.031 -1.484  0.000
H7 -2.768 3.450 -0.607  0.000
H8 -4.467 1.148 -0.861  0.000
H9 -3.567 1.402 0.658  0.000
H10 -3.313 -1.024 -1.205  0.001
H11 -4.191 -1.018 0.355  0.000
H12 -2.852 -1.820 2.136  0.000
H13 -2.402 -0.100 2.321  0.000
H14 -1.137 -1.343 2.124  0.000
Cl1 5.940 -3.192 -0.185  0.000
C7 4.575 -2.233 -0.589  -0.001
C8 4.725 -0.841 -0.689  0.001
C9 3.643 -0.054 -0.986  -0.001
Cl2 3.800 1.650 -1.133  0.000
C10 2.330 -0.599 -1.182  0.000
O4 1.341 0.168 -1.400  -0.007
C11 2.217 -2.032 -1.087  -0.001
C12 0.942 -2.664 -1.219  0.004
O5 -0.155 -2.106 -1.349  0.010
C13 3.347 -2.818 -0.798  0.001
H15 5.694 -0.397 -0.524  0.000
H16 0.957 -3.766 -1.174  0.000
H17 3.235 -3.889 -0.716  0.000